1.
# C48H70Cl3F19INO19P2S

A cluster of 7 separate species, C48H70Cl3F19INO19P2S in total in a non-equilibrium geometry (ωB97M-V/def2-TZVPD, OMol25).

Results
structure (SMILES) = C#C[C@](O[C@](CCCO)(CCC(N)=O)S(=O)(=O)F)([PH2]=O)[C@](I)(O[C@](Cl)(CCCCC)/C(Cl)=C(\C)Cl)P(CC)CC.CCOC(=O)C(F)(F)F.CCOC(=O)C(F)(F)F.CCOC(=O)C(F)(F)F.CCOC(=O)C(F)(F)F.CCOC(=O)C(F)(F)F.CCOC(=O)C(F)(F)F

Geometry as ORCA input:
```
! wB97M-V def2-TZVPD RIJCOSX def2/J DEFGRID3
* xyz 0 1
C 0.43686 -1.90830 -4.80725
C -0.28083 -1.24990 -4.11579
C -1.19914 -0.46516 -3.31624
O -1.70133 -1.04686 -2.15362
C -2.36122 -2.27305 -2.04572
C -3.48490 -2.05900 -0.95672
C -3.90480 -0.61503 -0.71493
C -3.09018 -0.04981 0.44238
O -3.31411 1.32705 0.66037
C -1.52026 -3.39551 -1.40595
C -0.33610 -4.00852 -2.14767
C -0.68028 -5.03102 -3.19859
N -0.24432 -4.83835 -4.54434
O -1.27668 -6.02122 -2.87454
S -3.34885 -2.92396 -3.44419
O -2.60420 -3.06692 -4.64216
O -4.58557 -2.27344 -3.55729
F -3.65947 -4.34901 -2.90822
P -2.41584 0.29148 -4.53014
O -3.76008 0.58007 -4.00842
C -0.22588 0.74753 -2.78608
I -1.56362 2.24322 -1.96128
O 0.48932 1.10426 -3.94091
C 1.17766 2.31652 -4.06107
Cl 1.93352 2.94141 -2.56155
C 0.34039 3.47427 -4.71576
C 0.36512 4.82673 -4.02384
C -0.54315 5.78813 -4.85190
C -1.53494 6.54655 -3.96767
C -2.91265 5.85712 -3.90922
C 2.34364 2.01277 -5.05515
Cl 3.97751 2.31237 -4.54990
C 2.13747 1.50627 -6.25918
C 0.80962 1.18071 -6.82561
Cl 3.47432 1.15498 -7.29117
P 0.85559 -0.11274 -1.46988
C 0.75346 0.67914 0.18101
C 1.83071 1.73516 0.53391
C 2.58011 -0.32432 -2.05707
C 3.42026 -0.84455 -0.87460
H 0.89667 -2.39714 -5.61492
H -3.13356 -2.45042 -0.01527
H -4.35346 -2.65180 -1.19375
H -4.93063 -0.65345 -0.36111
H -3.91736 0.01884 -1.59030
H -3.39817 -0.57991 1.33834
H -2.04271 -0.30470 0.28434
H -3.75460 1.46231 1.49694
H -1.12683 -2.94208 -0.50605
H -2.15824 -4.19676 -1.06796
H 0.40759 -3.30624 -2.48770
H 0.18793 -4.60696 -1.40757
H 0.45366 -5.51772 -4.81811
H -1.01643 -4.92041 -5.18737
H -1.81722 1.44821 -5.05470
H -2.49466 -0.62136 -5.59602
H 0.72067 3.64738 -5.70957
H -0.70130 3.19249 -4.80442
H -0.07259 4.79237 -3.04063
H 1.34111 5.28269 -4.02625
H -1.06021 5.25261 -5.63555
H 0.09832 6.52408 -5.32103
H -1.68338 7.55208 -4.33537
H -1.15232 6.60886 -2.95568
H -3.67605 6.62118 -3.88348
H -3.08897 5.22206 -4.76677
H -3.02751 5.25188 -3.02025
H -0.01093 1.38584 -6.16720
H 0.70753 1.65603 -7.79340
H 0.79283 0.11318 -7.01901
H -0.21627 1.09509 0.41370
H 0.90400 -0.12245 0.89194
H 1.41029 2.73215 0.53668
H 2.62682 1.72976 -0.19503
H 2.23814 1.56626 1.52256
H 2.56754 -1.09551 -2.81105
H 3.04233 0.54193 -2.51328
H 4.12575 -0.10707 -0.52259
H 3.91115 -1.76648 -1.14175
H 2.79137 -1.09453 -0.02817
C -2.36001 -2.95375 7.51100
C -1.38340 -2.81785 6.35706
O -2.01228 -3.13418 5.09639
C -2.74257 -2.17634 4.56274
O -2.93907 -1.08842 5.01525
C -3.29112 -2.64174 3.20532
F -3.79910 -3.87224 3.26072
F -2.31170 -2.65637 2.28864
F -4.25358 -1.82324 2.77483
H -2.79878 -3.95208 7.50727
H -1.85427 -2.79209 8.46186
H -3.18136 -2.24220 7.43723
H -0.57122 -3.52792 6.47266
H -0.94242 -1.82200 6.31500
C 5.04373 0.24126 5.30871
C 3.77978 -0.12499 4.56323
O 3.40943 -1.50595 4.80997
C 2.76414 -1.80714 5.92804
O 2.41192 -1.06131 6.79344
C 2.49467 -3.32176 5.92293
F 3.58798 -3.99611 5.56720
F 1.53022 -3.64002 5.04163
F 2.11943 -3.76885 7.11819
H 5.84792 -0.45191 5.06037
H 5.35555 1.25193 5.04931
H 4.89378 0.19279 6.38636
H 3.94436 -0.05192 3.49024
H 2.97458 0.54756 4.82350
C 5.96293 4.82911 -4.20394
C 6.80809 4.93553 -5.45265
O 7.09133 6.31142 -5.77995
C 8.06927 6.88068 -5.09739
O 8.73155 6.37071 -4.24535
C 8.27237 8.32317 -5.59139
F 7.10763 8.96635 -5.71606
F 8.87112 8.32423 -6.78876
F 9.03284 9.01252 -4.75073
H 5.04973 5.41594 -4.30730
H 5.69093 3.78954 -4.02006
H 6.49616 5.20992 -3.33294
H 6.26677 4.53398 -6.30654
H 7.73683 4.37467 -5.35985
C -7.44624 -0.11189 9.85583
C -6.39958 0.44407 10.79603
O -5.71772 -0.61360 11.50438
C -4.75645 -1.24363 10.85317
O -4.37922 -1.02564 9.73756
C -4.13440 -2.31606 11.76316
F -5.07202 -3.02985 12.38776
F -3.36467 -1.74102 12.69396
F -3.37852 -3.15227 11.06125
H -8.14080 -0.75489 10.39645
H -8.00468 0.69841 9.38967
H -6.99048 -0.71318 9.07023
H -6.86897 1.05682 11.56184
H -5.68335 1.06722 10.27289
C -1.75197 -7.17453 -7.22204
C -0.99460 -8.36554 -7.76140
O -0.22614 -8.00900 -8.92816
C 0.92163 -7.39864 -8.69570
O 1.37137 -7.11576 -7.62540
C 1.64280 -7.12500 -10.02647
F 0.80986 -6.61480 -10.93725
F 2.14796 -8.26060 -10.52216
F 2.64211 -6.26814 -9.85862
H -2.37536 -6.73069 -7.99850
H -2.38598 -7.47047 -6.38741
H -1.06646 -6.40281 -6.87732
H -1.68696 -9.13867 -8.08503
H -0.34602 -8.80479 -7.00513
C -0.61180 4.11896 9.69731
C -0.10416 2.78359 9.20763
O 0.28472 2.85702 7.82716
C 1.46680 3.39032 7.61581
O 2.21240 3.81309 8.44624
C 1.79634 3.35810 6.11959
F 0.77614 3.77012 5.36384
F 2.10153 2.10556 5.74966
F 2.83832 4.12953 5.83862
H -1.42571 4.47370 9.06322
H -0.96941 4.03237 10.71878
H 0.17362 4.87359 9.67107
H -0.89028 2.03631 9.25747
H 0.72794 2.42499 9.81241
*
```

=====

2.
# C5H28NO10S

A cluster of 10 separate species, C5H28NO10S in total in a non-equilibrium geometry (ωB97M-V/def2-TZVPD, OMol25).

Results
energy relative to the best compared isomer or geometry (same formula, charge and spin) = 328.89 kJ/mol

Geometry as ORCA input:
```
! wB97M-V def2-TZVPD RIJCOSX def2/J DEFGRID3
* xyz -1 1
C 0.44863 2.11815 -0.15629
N 1.11611 0.79974 -0.05449
C 0.35162 -0.35573 0.45917
C 1.14000 -1.49830 -0.00023
S 0.11910 -2.61863 -1.09802
C -1.03690 -0.58400 -0.23529
O -1.84400 -1.03106 0.51556
C 1.32927 3.14756 -0.86921
H 0.32826 2.54821 0.91766
H -0.62389 1.94401 -0.54190
H 1.60593 0.60194 -0.89532
H 0.16575 -0.13564 1.48520
H 2.15464 -1.16292 -0.43171
H 1.65988 -2.13650 0.82209
H -1.16336 -0.23563 -1.30182
H 0.95037 4.15375 -0.73258
H 2.37220 3.02595 -0.38652
H 1.35212 3.02301 -1.92079
H -3.07448 3.02134 1.11410
H -1.85937 3.37315 1.82744
O -2.51456 3.75824 1.30884
H -1.50249 -3.75445 0.78012
H -2.63797 -2.79253 0.84968
O -2.35496 -3.66288 1.29834
H 1.89510 -1.70650 -2.54510
H 1.86433 -0.64053 -3.72352
O 2.23496 -0.84235 -2.83234
H -0.34900 1.63837 -3.08872
H -1.90775 1.59033 -3.02428
O -1.19677 2.14836 -3.29188
H -0.76743 -2.10821 1.61431
H -0.69107 -3.08912 2.48728
O -0.26898 -2.31719 2.36341
H -0.51003 -0.90558 -2.89824
H -1.19951 -1.33766 -4.18755
O -0.95822 -0.54305 -3.63744
H -0.65327 1.19696 2.44807
H -1.94731 0.55874 1.86041
O -1.51418 1.36212 2.19173
H 1.67150 2.36606 2.07423
H 1.53097 0.90450 2.32265
O 1.14011 1.72083 2.65403
H 4.35417 0.99446 2.07261
H 3.17914 -0.02203 1.78319
O 3.61265 0.45952 2.42722
*
```

=====

3.
# C4H12F2NaO2S2

A structure of composition C4H12F2NaO2S2 in a non-equilibrium geometry (ωB97M-V/def2-TZVPD, OMol25).

Results
energy relative to the best compared isomer or geometry (same formula, charge and spin) = 414.51 kJ/mol

Geometry as ORCA input:
```
! wB97M-V def2-TZVPD RIJCOSX def2/J DEFGRID3
* xyz -1 1
Na -0.19882 -2.33138 0.22674
F -1.68924 -3.47391 0.20208
F 1.36854 -2.55986 1.29891
C -2.57183 1.07288 1.27989
S -1.00101 0.21445 1.40195
O -1.11596 -1.00120 0.47842
C 0.14822 1.52209 0.74313
H -3.17479 0.30376 1.76260
H -2.90305 1.25678 0.25785
H -2.70949 1.98159 1.86589
H 0.29124 1.50986 -0.33737
H 1.10614 1.55630 1.26208
H -0.31805 2.48026 0.97251
C 2.03677 -0.54320 0.07130
S 1.50651 -1.09295 -1.61818
O 0.48305 -2.25784 -1.56244
C 0.64603 0.41790 -2.28610
H 2.73359 0.27754 -0.09877
H 2.72115 -1.27921 0.49321
H 1.24558 -0.19160 0.73350
H -0.36551 0.51902 -1.89283
H 0.52549 0.37593 -3.36860
H 1.23553 1.24271 -1.88575
*
```

=====

Energy (computed, Eh): -8011.8477, -1412.6143, -1468.3591
Gap between HOMO and LUMO (computed, eV): 8.0, 7.5, 6.0